[1]
The following is a DFT calculation (ωB97M-V/def2-TZVPD) of a molecular structure, C53H46AlClN2OP2.

XYZ file:
```
106
Properties=species:S:1:pos:R:3:lowdin_charge:R:1
Cl 0.7097 -2.7434 -1.2757 0.962
P -0.3811 0.2095 -2.0602 1.118
P -0.7973 0.7675 1.5812 1.126
Al 0.3665 -1.1317 0.4908 0.015
O 3.5088 1.5957 0.0499 0.040
N 2.0374 -0.0578 0.1509 0.097
N -1.3341 -2.2423 0.7544 -0.002
C 4.3109 -2.5424 -1.6637 -0.044
C 1.7935 2.0268 1.5900 -0.107
C 0.2469 -3.7812 3.7061 -0.009
C -4.1594 0.0908 -3.6210 -0.060
C 0.8995 -3.2583 -3.8970 -0.085
C -2.3105 2.0876 -3.0473 -0.075
C 2.2372 3.9541 3.0035 -0.026
C -1.9998 0.7628 -2.7542 -0.352
C -2.1395 1.6975 0.7958 -0.357
C 0.0261 -3.0280 2.5557 -0.183
C 2.1829 -2.0334 2.7769 -0.101
C -1.2475 -3.0867 1.8031 -0.173
C 0.0434 -1.0448 -3.3270 -0.379
C -0.9265 -0.4476 5.4757 -0.051
C 1.4345 3.8483 -1.8544 -0.050
C 0.9975 -2.1467 2.0582 -0.168
C -4.3375 1.6222 -0.2008 -0.055
C 4.0189 0.6652 -0.9334 -0.026
C -4.4597 1.4158 -3.9112 -0.061
C 0.7319 -2.9745 -5.2409 -0.035
C 3.7964 -1.8439 -0.4045 -0.388
C -0.1370 -0.8008 -4.6900 -0.075
C 2.3558 3.8466 -2.8938 -0.051
C 2.3985 1.1126 0.5840 -0.276
C 4.9509 -1.6407 0.5849 -0.057
C -2.7661 0.5048 3.6209 -0.069
C 2.6621 3.0092 2.0894 0.012
C -3.4925 -3.0863 0.1902 -0.020
C 0.7395 1.6060 -2.4574 -0.349
C 0.9197 3.9481 3.4343 -0.024
C 0.5491 -2.2889 -2.9742 -0.539
C 0.0529 2.9833 2.9548 -0.077
C -2.4260 -2.2542 -0.0320 -0.133
C 0.6412 2.7328 -1.6358 -0.119
C -2.2527 -0.2579 5.8476 -0.055
C -2.9395 -0.2319 -3.0489 -0.119
C -1.4373 0.3205 3.2436 -0.330
C -3.2717 0.9786 0.4047 -0.115
C 3.0803 -0.5365 -0.8187 -0.239
C -3.4281 -3.9487 1.2843 -0.006
C -4.2824 2.9923 -0.4251 -0.059
C 1.6891 1.6027 -3.4774 -0.081
C -2.3083 -3.9440 2.0906 0.033
C 2.4836 2.7225 -3.6968 -0.062
C -3.1675 0.2163 4.9211 -0.057
C 0.4644 2.0120 2.0402 -0.274
C 1.4435 -3.6520 4.3921 -0.047
C -3.1625 3.7121 -0.0380 -0.050
C 2.4125 -2.7689 3.9317 -0.048
C -0.5201 -0.1582 4.1843 -0.089
C 0.2100 -1.7490 -5.6377 -0.033
C -3.5358 2.4074 -3.6265 -0.066
C -2.0909 3.0698 0.5660 -0.092
H -0.0776 2.7386 -0.8243 0.073
H 3.6884 3.0245 1.7578 0.127
H -1.2305 3.6525 0.8716 0.100
H -5.2154 1.0595 -0.4932 0.120
H 0.9961 -3.7208 -5.9803 0.125
H 1.8230 0.7350 -4.1088 0.103
H 3.9948 1.1454 -1.9036 0.124
H -0.5644 0.1450 -5.0023 0.127
H 2.5732 -0.7024 -1.7721 0.109
H 5.0424 0.4436 -0.6623 0.125
H 2.9743 4.7173 -3.0747 0.118
H -4.8711 -0.6926 -3.8539 0.115
H 1.6176 -4.2356 5.2870 0.117
H -2.2504 -4.6120 2.9380 0.119
H -2.4170 -1.5537 -0.8560 0.071
H -5.1153 3.4991 -0.8960 0.120
H 2.9345 4.6942 3.3762 0.124
H -3.7580 3.4410 -3.8641 0.119
H -4.3537 -3.0647 -0.4656 0.122
H -0.9701 2.9655 3.3125 0.123
H 0.5685 4.6828 4.1499 0.125
H -2.6972 -1.2770 -2.8870 0.099
H 5.0303 -1.9003 -2.1840 0.097
H 1.3347 4.7182 -1.2150 0.118
H -4.2468 -4.6275 1.4948 0.128
H -0.5023 -4.4643 4.0875 0.112
H -1.6011 2.8777 -2.8490 0.101
H -0.2038 -0.8154 6.1939 0.116
H -3.3311 -0.0848 0.6016 0.090
H -3.1183 4.7818 -0.2030 0.119
H 3.3437 -2.6553 4.4734 0.116
H 5.2009 -2.5967 1.0467 0.097
H 4.8270 -3.4699 -1.4088 0.097
H 3.5040 -2.7809 -2.3616 0.060
H 0.0718 -1.5325 -6.6890 0.123
H 5.8536 -1.2864 0.0830 0.086
H 3.2135 2.7110 -4.4981 0.119
H -3.4953 0.8803 2.9160 0.098
H -4.2003 0.3775 5.2062 0.115
H 0.5183 -0.2870 3.9103 0.099
H 1.2885 -4.2159 -3.5708 0.121
H -2.5690 -0.4688 6.8621 0.116
H 4.7046 -0.9412 1.3866 0.076
H 2.9432 -1.3356 2.4447 0.080
H 3.0628 -2.4788 0.0887 0.088
H -5.4048 1.6688 -4.3782 0.117
```

E_LUMO   -5.0 eV
HOMO-LUMO gap   0.308 Eh
Charge   +2
Multiplicity   1
Relative energy (zero: lowest compared OMol25 entry of this formula, charge and spin)   0.0 kcal per mole
Electronic energy   -98424.3874 eV
Strongest force on any atom   1.04 eV/A
E_HOMO   -13.42 eV

[2]
The following is a DFT calculation (ωB97M-V/def2-TZVPD) of a molecular structure, C53H48F7MoN4O6.

XYZ file:
```
119
Properties=species:S:1:pos:R:3:nbo_charge:R:1
Mo 1.1982 0.8216 0.0406 2.117
F 1.4361 -3.6614 -2.5943 -0.291
F 3.6516 -2.1874 -0.4411 -0.314
F 1.0722 -2.9668 -0.5871 -0.310
F 4.3988 -0.8560 -1.9664 -0.313
F -0.1180 -2.2126 -2.2409 -0.321
F 3.9345 -2.8977 -2.4687 -0.284
F -2.4894 -5.1049 0.1119 -0.314
O 1.7617 -0.3742 -1.2147 -0.596
O 1.6986 2.3286 -0.6909 -0.537
O -0.4537 -0.5621 -0.0933 -0.645
O 1.4198 0.2928 1.6872 -0.496
O -2.0101 3.2269 0.1263 -0.498
O -0.3199 1.8310 0.5637 -0.647
N -4.5062 -0.0373 -0.4657 -0.296
N -5.1602 -4.8400 -0.7249 -0.444
N -6.8100 -7.1412 -1.0106 -0.493
N 3.5916 0.9334 0.3170 -0.469
C 3.3526 1.4924 4.6637 -0.232
C 2.9016 4.3906 -0.9219 -0.007
C 3.5108 -0.4778 2.3535 -0.473
C -2.6078 -1.5081 -0.2007 -0.076
C -2.1185 -2.8118 -0.0302 -0.240
C 5.5207 0.8214 1.7219 -0.182
C 3.6778 2.6909 5.2744 -0.181
C 2.0678 4.9126 0.0619 -0.240
C 6.2210 1.6469 0.8699 -0.105
C 2.4143 6.0852 0.7191 -0.182
C 2.3217 3.8727 3.6852 -0.175
C 1.5539 -2.1823 3.7123 -0.225
C -2.9583 -3.8737 -0.1451 0.420
C -6.3316 -5.0002 0.1336 -0.236
C 0.5101 -0.2530 4.7050 -0.197
C 4.2981 1.7078 -0.5492 0.262
C -6.3027 0.2406 -2.1723 -0.627
C 2.5185 1.4784 3.5469 0.003
C -4.3174 -3.7318 -0.4950 0.119
C 3.6825 2.1525 -1.8539 -0.484
C 1.4363 -0.7972 3.8161 -0.009
C 1.7540 4.5213 -3.5937 -0.187
C -1.7213 -0.3676 -0.1405 0.515
C -5.9539 0.2143 -0.6929 -0.210
C -1.5800 2.1180 0.1466 0.796
C -0.1261 -2.4620 5.4121 -0.180
C -3.6993 1.0027 -0.3072 0.200
C 3.1648 3.8874 4.7826 -0.191
C -7.4024 -5.8369 -0.5458 -0.232
C 0.0806 3.7475 -5.1428 -0.201
C 4.4158 6.2362 -0.5985 -0.190
C -4.8085 -2.4469 -0.6061 -0.210
C -0.0050 2.5520 -4.4409 -0.138
C 2.0356 -1.0056 -3.5581 -0.647
C -0.2651 -1.0826 5.5001 -0.199
C -3.9827 -1.3290 -0.4197 0.174
C -5.6372 -6.8902 -1.9247 -0.230
C 5.6002 2.0793 -0.2841 -0.228
C 3.5531 -1.8661 -1.7367 0.974
C 2.2402 0.1264 2.9233 0.225
C 2.5229 3.1136 -1.6361 0.341
C 4.2152 0.4755 1.4290 0.247
C 2.1064 -1.4316 -2.1039 0.117
C 3.5941 6.7417 0.4007 -0.185
C -2.3397 0.8939 -0.1323 -0.345
C 1.9975 2.6695 3.0660 -0.253
C 4.0730 5.0644 -1.2579 -0.239
C 0.7812 -3.0105 4.5154 -0.191
C 1.6800 3.3263 -2.8873 -0.096
C 0.7879 2.3485 -3.3236 -0.253
C 0.9652 4.7251 -4.7186 -0.176
C -4.5894 -6.1141 -1.1500 -0.241
C 1.1131 -2.6004 -1.8692 0.972
H 3.2929 1.2904 -2.3862 0.235
H 1.0356 5.6627 -5.2544 0.239
H -4.1516 1.9871 -0.2976 0.260
H 4.1741 -0.7542 3.1675 0.262
H 3.2545 -1.3792 1.7961 0.246
H -5.2551 -7.8455 -2.2775 0.253
H 0.6941 1.4055 -2.8023 0.179
H -5.8519 -2.3157 -0.8581 0.228
H -1.0867 -2.9732 0.2444 0.269
H -7.8060 -5.3374 -1.4234 0.235
H -0.7121 -3.1102 6.0518 0.232
H -4.2345 -6.7189 -0.3049 0.205
H -6.0579 -5.4582 1.0953 0.203
H -7.5184 -7.7116 -1.4744 0.453
H 0.4073 0.8212 4.7918 0.231
H 4.4445 2.6117 -2.4752 0.260
H -3.7414 -5.9385 -1.8068 0.256
H 1.3170 2.6822 2.2262 0.207
H -0.5408 3.9166 -6.0121 0.235
H 2.2590 -2.6358 3.0266 0.215
H 7.2408 1.9366 1.0907 0.251
H 3.4157 4.8244 5.2632 0.237
H 4.3260 2.6929 6.1417 0.238
H 3.8658 7.6535 0.9170 0.237
H 5.3242 6.7581 -0.8713 0.236
H -8.2137 -6.0535 0.1458 0.252
H -7.3666 0.4475 -2.2907 0.251
H 5.9806 0.4340 2.6216 0.238
H -6.0789 -0.7087 -2.6633 0.213
H 2.0349 -1.8895 -4.1926 0.268
H 6.1283 2.7012 -0.9945 0.244
H 4.7104 4.7112 -2.0613 0.215
H -5.7494 1.0306 -2.6834 0.230
H -6.4872 -7.6706 -0.1973 0.436
H 1.9005 4.7986 3.3146 0.226
H -6.5194 -0.5382 -0.1495 0.215
H 2.8910 -0.3920 -3.8293 0.250
H -6.1785 1.1723 -0.2304 0.235
H 2.4252 5.3051 -3.2710 0.237
H -6.0062 -6.3127 -2.7687 0.237
H -0.9672 -0.6499 6.2015 0.234
H 3.7353 0.5618 5.0712 0.224
H -6.7667 -4.0279 0.3510 0.245
H 1.1305 4.4188 0.2931 0.222
H 1.1226 -0.4432 -3.7349 0.243
H -0.6896 1.7784 -4.7665 0.209
H 1.7535 6.4979 1.4715 0.227
H 0.8984 -4.0849 4.4461 0.228
```

E_LUMO   -8.5 eV
HOMO-LUMO gap   0.232 Eh
Charge   +3
Multiplicity   1
Relative energy (zero: lowest compared OMol25 entry of this formula, charge and spin)   3.4 kcal per mole
Electronic energy   -94844.3005 eV
Strongest force on any atom   1.27 eV/A
E_HOMO   -14.83 eV